Density functional theory data (ωB97M-V/def2-TZVPD) for a cluster of 12 separate species, C46H74Cl12NO16 in total at a distorted geometry.

Each line ends with the Mulliken charge.
Cartesian coordinates (Å):
C  2.875  -0.126  -0.695  0.0704
C  1.820  0.407  0.353  1.7666
C  0.503  -0.363  0.476  -0.6877
N  -0.297  0.223  1.647  1.4761
C  -0.737  1.726  1.420  0.4344
C  0.372  -0.019  3.053  0.1392
C  -0.832  -0.089  4.014  -0.7190
C  -2.000  -0.415  3.160  -0.4130
C  -1.607  -0.583  1.719  0.1710
H  3.531  -0.876  -0.254  0.2681
H  3.537  0.704  -0.941  -0.1860
H  2.398  -0.526  -1.590  -0.6872
H  1.501  1.376  -0.032  -0.4962
H  2.218  0.412  1.368  -0.9868
H  0.674  -1.434  0.584  0.1693
H  -0.202  -0.270  -0.350  0.3997
H  -1.330  1.951  0.533  -0.1107
H  0.205  2.263  1.305  -0.6834
H  -1.215  2.020  2.355  0.3374
H  0.980  0.854  3.288  -0.0771
H  0.864  -0.992  3.063  -0.1483
H  -0.849  0.918  4.431  0.2707
H  -0.579  -0.810  4.791  0.1466
H  -2.594  0.496  3.233  -0.0195
H  -2.667  -1.215  3.481  0.5628
H  -2.347  -0.147  1.048  -0.2660
H  -1.494  -1.645  1.499  -0.2683
Cl  6.150  -0.362  1.324  -0.0282
C  7.389  -0.930  0.219  -0.6458
C  6.976  -0.894  -1.293  -0.3039
Cl  6.629  0.762  -1.961  -0.1965
H  7.625  -1.959  0.492  0.3171
H  8.300  -0.339  0.312  0.3441
H  6.072  -1.464  -1.507  0.0083
H  7.808  -1.267  -1.890  0.4851
Cl  -2.462  3.844  8.739  -0.1956
C  -1.877  3.881  7.125  -0.2485
C  -2.951  3.215  6.351  -0.6167
Cl  -2.917  3.697  4.605  -0.1300
H  -0.940  3.325  7.155  0.2078
H  -1.803  4.917  6.795  0.3131
H  -3.895  3.500  6.816  0.4518
H  -2.777  2.138  6.357  0.2380
Cl  3.340  -2.050  2.195  -0.0314
C  4.096  -2.686  3.795  -0.7306
C  4.450  -1.565  4.749  -0.3734
Cl  2.963  -0.505  5.070  -0.1181
H  4.906  -3.359  3.516  0.3999
H  3.316  -3.211  4.348  0.3490
H  5.162  -0.853  4.330  0.2172
H  4.688  -2.063  5.688  0.3919
Cl  3.381  -2.587  -3.224  0.0446
C  4.759  -2.502  -4.307  -0.7365
C  4.565  -3.523  -5.361  -0.2264
Cl  5.964  -3.331  -6.323  -0.1947
H  5.615  -2.667  -3.653  0.3117
H  4.845  -1.484  -4.685  0.3219
H  3.658  -3.335  -5.936  0.2867
H  4.595  -4.554  -5.008  0.2311
Cl  -3.419  3.934  0.873  -0.1767
C  -4.914  3.074  0.252  -0.6068
C  -4.723  1.603  0.360  -0.4856
Cl  -3.499  1.088  -0.901  0.0978
H  -5.048  3.505  -0.740  0.3167
H  -5.776  3.430  0.817  0.4491
H  -5.687  1.195  0.055  0.4614
H  -4.315  1.263  1.311  0.0459
Cl  -0.669  -3.491  5.451  -0.1108
C  -1.914  -4.482  6.291  -0.5495
C  -3.253  -3.896  5.917  -0.6029
Cl  -3.745  -4.263  4.292  -0.1285
H  -1.642  -4.485  7.346  0.3345
H  -1.821  -5.546  6.072  0.3358
H  -3.281  -2.857  6.246  0.3055
H  -4.055  -4.438  6.417  0.3990
C  -5.208  -5.627  -1.927  -0.7255
O  -5.067  -4.881  -0.595  -0.4237
C  -3.738  -4.392  -0.478  -0.2347
C  -3.425  -3.768  0.817  -0.6321
O  -4.115  -2.573  1.182  0.1296
C  -5.420  -2.832  1.730  -0.6766
H  -5.480  -4.821  -2.609  0.3061
H  -6.059  -6.234  -1.619  0.2805
H  -4.377  -6.236  -2.283  0.2719
H  -3.519  -3.736  -1.320  0.1903
H  -3.041  -5.204  -0.685  0.3919
H  -2.376  -3.535  0.996  0.4697
H  -3.705  -4.554  1.518  0.2510
H  -5.355  -3.387  2.665  0.1673
H  -6.094  -3.337  1.038  0.2477
H  -5.786  -1.848  2.025  0.2266
C  3.444  2.368  2.987  -0.7479
O  2.236  2.913  2.425  -0.1921
C  2.503  4.210  1.816  -1.0216
C  3.213  4.153  0.451  -0.8166
O  2.518  3.464  -0.657  0.5356
C  3.210  3.230  -1.899  -0.8774
H  3.633  1.420  2.485  0.0518
H  3.275  2.095  4.029  0.1799
H  4.306  2.977  2.716  0.5557
H  3.123  4.723  2.552  0.5960
H  1.652  4.850  1.585  0.3538
H  4.066  3.527  0.710  0.4934
H  3.732  5.093  0.263  0.5011
H  2.568  2.833  -2.685  0.0472
H  4.029  2.526  -1.756  0.2212
H  3.651  4.138  -2.311  0.3959
C  -2.643  5.004  -2.801  -1.0591
C  -3.027  6.310  -2.927  0.2938
C  -2.190  7.503  -2.621  0.5025
O  -2.484  8.681  -2.669  -0.5669
C  -0.894  7.133  -2.041  -0.4727
C  -0.516  5.880  -1.851  0.2731
C  -1.320  4.657  -2.148  0.6612
O  -0.842  3.509  -1.923  -0.3249
O  0.805  5.575  -1.420  -0.5744
O  -4.258  6.599  -3.440  -0.5394
H  -3.306  4.213  -3.116  0.6349
H  -0.274  7.986  -1.806  0.4988
H  1.039  4.644  -1.416  0.1544
H  -4.665  7.447  -3.249  0.3476
C  0.185  0.361  -3.785  -0.1247
C  1.168  1.001  -4.486  -0.1651
C  0.853  2.023  -5.607  0.6898
O  1.685  2.636  -6.264  -0.6178
C  -0.573  2.187  -5.850  -0.5940
C  -1.546  1.608  -5.087  0.0276
C  -1.228  0.645  -3.942  0.9220
O  -2.107  -0.016  -3.287  -0.6370
O  -2.873  1.839  -5.417  -0.5608
O  2.498  0.744  -4.378  -0.3493
H  0.565  -0.447  -3.177  0.3071
H  -0.944  2.752  -6.693  0.4699
H  -3.295  1.007  -5.193  0.3115
H  2.978  1.199  -5.074  0.3200
C  -0.762  -4.806  -4.744  -1.1556
C  0.351  -5.395  -4.283  0.6137
C  0.948  -5.087  -3.004  0.1148
O  1.970  -5.560  -2.525  -0.6182
C  0.294  -3.919  -2.368  -0.2069
C  -0.836  -3.346  -2.775  -0.3540
C  -1.519  -3.779  -4.001  1.1460
O  -2.604  -3.232  -4.370  -0.6491
O  -1.397  -2.354  -2.108  0.0387
O  0.835  -6.442  -4.980  -0.5520
H  -1.193  -5.240  -5.634  0.4366
H  0.758  -3.452  -1.512  0.7286
H  -2.201  -2.049  -2.535  0.0954
H  1.577  -6.835  -4.515  0.3267

Output
**Total charge**: +1
**E**: -233408.999 eV
**Gap between HOMO and LUMO**: 0.278 hartree
**HOMO energy**: -11.184 eV
**LUMO level**: -3.62 eV
**Strongest force on any atom**: 4.56 eV/A